Arrangement a

Formula: C30H50BrN3P2SV
Source: the OMol25 dataset
Level of theory: ωB97M-V/def2-TZVPD

Structure (ORCA input):
```
! RIJCOSX wB97M-V def2-TZVPD def2/J DEFGRID3
* xyz 2 4
C -0.3367 2.2439 0.4316
H -3.7655 -0.1887 1.7038
H 3.3762 0.5536 -3.8126
H 3.6166 5.4983 -1.2514
H -2.2889 4.4346 0.3386
N -0.5932 -1.2094 4.2034
H -0.4684 -4.1462 -4.1307
H -3.7912 -1.5987 -3.8985
C 4.2623 0.1348 0.4255
H 0.5978 -0.4131 5.7077
C -4.1451 1.5588 0.4220
H 3.4364 1.3127 -2.2094
H 1.1842 -1.9612 5.0660
H -2.2057 -3.6192 -0.8308
C 2.1702 3.9365 -0.8466
H 0.1937 -2.1613 7.3483
H 1.7993 -1.1786 -2.9995
C -1.2355 -3.6857 -3.4917
C -1.6458 2.4518 0.9822
H 2.2554 4.0315 0.2347
C -0.6538 -2.4212 -2.8619
H -1.9242 0.6240 -2.8196
P 1.6464 -0.6131 -0.6061
C -2.6092 -0.2245 -2.6624
C 2.9564 4.7413 -1.6795
C -0.4819 -2.1113 6.4889
H 2.3770 0.4550 1.4149
H -1.1808 -2.0311 3.9829
C 2.7791 0.4761 0.3926
H 1.1497 0.4293 -2.7243
C 0.3391 2.2726 -0.6707
C 1.9530 -0.2573 -2.4166
H -0.9217 2.2849 3.7865
H -4.6980 -3.7288 -1.0837
H 4.7187 0.1894 -0.5693
C -3.1337 -0.7256 -4.0023
C 3.3072 0.3559 -2.7328
H -0.7186 -3.1481 6.2110
H -3.0446 -2.3563 0.0791
H -3.4319 0.1699 -2.0372
H 1.7087 1.6254 5.2843
H -4.5778 3.5149 -0.3726
Br -5.4269 0.5741 -0.7102
H -1.5684 0.8095 2.3976
H 1.5497 -3.0230 -0.7028
H -3.7211 0.0738 -4.4724
C 0.2755 -1.4076 5.3749
N 0.3810 0.6784 3.2482
C 1.2546 3.0412 -1.4596
H 4.4720 -2.0462 -0.8704
C 0.9008 2.3066 4.9844
C -3.4390 0.7720 1.3017
H 0.2721 -2.6636 -2.3207
H -1.3910 -1.5640 6.7883
C -3.8472 2.8997 0.1698
C 2.3488 -2.3298 -0.4038
C 3.6204 -2.6647 -1.1772
C -2.5894 3.4018 0.5357
H -2.3161 -0.9821 -4.6890
H -0.8139 0.9652 4.9575
H 1.9750 3.8761 -4.6869
H 4.1337 -0.3163 -2.4678
C -4.1038 -3.0446 -1.7045
H 3.8938 -3.7121 -0.9848
C 2.0452 3.8448 -3.6005
P -1.7047 -1.4756 -1.6921
H 2.5009 -2.4940 0.6720
H -2.0977 -3.4677 -4.1374
V -1.0644 0.2020 0.1216
H 4.7867 0.8619 1.0623
H -4.7263 -2.1626 -1.9096
H 0.5210 2.3323 -3.3961
C 1.2111 2.9895 -2.8716
H 0.5766 1.1724 2.3696
C -0.2205 1.5820 4.2750
H 1.3007 3.0911 4.3358
N 2.9338 4.6417 -3.0063
S -0.1098 -1.3986 1.6127
H -0.3649 -1.7201 -3.6555
H -3.8955 -3.5767 -2.6440
C -0.0707 -0.5979 3.1185
H 0.5121 2.8063 5.8762
H -1.5338 -4.4339 -2.7457
C -2.1465 1.2667 1.6235
H 2.6145 1.5053 0.0482
H 3.4808 -2.5526 -2.2582
C -2.8258 -2.7143 -0.9421
H 4.4415 -0.8626 0.8421
*
```

## Properties
- Kohn-Sham gap (spin up / spin down): 0.2353 / 0.2323 Eh

---

Arrangement b

Formula: C30H50BrN3P2SV
Source: the OMol25 dataset
Level of theory: ωB97M-V/def2-TZVPD

Structure (ORCA input):
```
! RIJCOSX wB97M-V def2-TZVPD def2/J DEFGRID3
* xyz 2 4
C 1.2166 -1.1947 5.8027
H 4.8429 0.9885 1.0423
H -3.3213 -0.2056 -2.0460
H 2.4659 0.0492 2.9470
C -0.5499 -2.7659 -2.8042
H 3.1537 -0.8782 4.2799
H -4.1635 -3.7992 -2.1662
C 2.2821 -0.7837 3.6313
H -2.9016 1.2034 4.4375
N 3.2820 4.9463 -3.0773
C -1.0370 -4.0704 -3.4156
H 4.7568 0.1365 -0.4917
H -2.7752 -0.3226 3.5022
H -2.3758 -1.3643 -4.7462
H 2.5731 -2.2844 1.0097
C 1.5350 3.5936 -1.5140
H 0.2183 -1.4647 6.2087
H 4.0268 -0.4263 -2.3545
H 1.7440 -0.5273 6.5116
H -1.8727 -3.9321 -4.1060
H -2.2548 0.0590 -0.4355
H -4.0069 -0.1504 0.8004
H 2.7331 1.5570 -0.2617
C 4.2708 0.2280 0.4862
H 2.1281 -1.7192 3.0492
C -0.5864 2.4475 -0.5347
C 3.1940 0.2476 -2.5910
H -3.7283 -0.2980 -4.4197
H 3.6965 -3.7378 -0.6534
H -2.7872 4.6704 -0.4377
H 1.0563 0.4143 -2.4133
H 3.1645 0.3309 -3.6879
H -3.8116 -1.9745 -3.8982
H 0.3918 -2.9558 -2.2639
H -0.3141 -2.0557 -3.6082
N 1.1413 -0.4903 4.5012
H -4.6739 -2.3485 -1.2585
H 2.4475 0.9995 1.3552
H -0.2161 -4.4999 -4.0032
C -2.2974 0.6456 3.7178
H 1.8415 -2.1111 5.6831
S -0.4784 -1.4482 2.5894
H 4.4021 -2.1269 -0.7118
Br -5.6698 1.5813 2.6915
C -2.6625 -3.0671 -0.7412
C -4.4742 2.0522 1.1721
N -1.0034 0.4510 4.3842
C -0.6601 1.2926 5.5562
H 3.2818 -2.6517 -1.9804
H -4.6014 -3.9191 -0.4650
C -4.2119 3.3463 0.6786
C -3.1395 -1.1222 -4.0048
H 2.2505 4.1856 -4.7458
C 1.8416 -0.2724 -2.0815
H -1.3157 -4.8122 -2.6658
H 4.1665 5.6900 -1.3478
C -2.5372 1.2099 0.1087
C 3.4790 -2.6856 -0.9019
C 2.3143 4.2282 -3.6512
V -1.3193 0.0616 1.1663
H -2.2262 1.2609 2.7861
C 1.3878 3.5275 -2.9014
H 0.4218 1.5423 5.5286
H -1.8237 0.1482 -2.8743
C -2.9884 3.6173 -0.1027
H -0.9199 0.7402 6.4861
H -1.2633 2.2255 5.4811
H 0.5496 3.0065 -3.3586
H 1.6502 -1.2397 -2.5639
H -4.9508 4.1516 0.9403
H 2.6052 4.4608 0.1949
P 1.4935 -0.4978 -0.2521
C -3.8125 0.9326 0.6917
H -2.0987 -4.0122 -0.7700
C -0.0904 -0.3846 3.8874
P -1.5983 -1.8423 -1.6172
H 4.3980 -0.7269 1.0114
C 2.2996 -2.2015 -0.0489
C 2.8088 0.6688 0.3720
C -4.0997 -3.2799 -1.2024
H 3.4444 1.2430 -2.2103
H -2.6529 -2.7247 0.3151
C -2.0390 2.5196 -0.2666
H 1.4601 -2.8987 -0.2087
C 2.5358 4.3359 -0.8847
C 0.5343 2.8999 -0.8336
C -2.5513 -0.6575 -2.6829
C 3.3747 5.0351 -1.7438
*
```

## Properties
- Kohn-Sham gap (spin up / spin down): 0.2385 / 0.2327 Eh

---

Top of the stability list: arrangement a, leading by 304.4 kJ/mol.

---

Arrangement a

Formula: C16H25N3O4S
Source: the OMol25 dataset
Level of theory: ωB97M-V/def2-TZVPD

Structure (ORCA input):
```
! RIJCOSX wB97M-V def2-TZVPD def2/J DEFGRID3
* xyz 0 1
H -1.7081 -0.9403 1.0261
H -3.9443 -0.3084 -2.3092
C 0.0320 1.0320 1.8108
C -3.0113 -1.8639 -1.1144
N -3.0876 -2.3534 0.2510
O 3.6915 -1.1681 1.0347
H -2.8320 -1.6758 2.1960
H 4.0818 -0.5355 -2.0409
C -2.7452 -1.2902 1.1777
H -1.9924 -1.5155 -1.3645
O -3.3382 1.8319 -2.0157
H -0.2919 1.1996 2.8256
S 2.9551 -0.9124 -0.1737
H 6.4967 -0.3740 -1.1782
H -0.9265 1.7524 -1.3727
N -3.6808 0.3460 -0.3644
H -3.6688 2.9857 0.7347
C -3.7140 -0.1173 1.0029
C -0.7531 1.5384 0.7691
C -4.0001 -0.7152 -1.2992
H -1.1866 -3.3139 0.2699
H -3.2740 -2.6796 -1.7908
H 4.9874 2.5878 0.5852
H -2.5768 -4.3047 -0.2326
H 3.3422 2.2938 0.0045
H -3.4650 0.6819 1.6970
O -1.8941 2.1649 1.1559
H -5.0154 -1.0704 -1.0988
H 1.1121 0.4485 -1.8360
C -3.2952 1.5434 -0.8313
C 4.2681 1.8177 0.3183
C -2.2527 -3.5197 0.4486
C 6.0918 0.2184 -0.3598
C 1.5439 0.1064 0.2143
H -4.7305 -0.4710 1.2117
H -2.3749 -3.8736 1.4710
H 5.0656 1.5972 -1.6657
C 1.1760 0.3150 1.5311
H -2.3884 3.4228 -0.4186
H 1.7879 -0.1009 2.3155
H 5.8495 -0.4445 0.4664
C -2.8116 2.6015 0.1731
C 0.7947 0.6255 -0.8213
N 3.7929 0.0389 -1.2636
C 4.8290 0.9547 -0.8058
H 6.8483 0.9296 -0.0383
H 4.0721 1.2007 1.1902
O 2.4930 -2.0401 -0.9327
C -0.3518 1.3536 -0.5532
*
```

## Properties
- SMILES: CC(C)NS(=O)(=O)c1ccc(OCC(=O)N2CCN(C)CC2)cc1
- Kohn-Sham gap: 0.3483 Eh

---

Arrangement b

Formula: C16H25N3O4S
Source: the OMol25 dataset
Level of theory: ωB97M-V/def2-TZVPD

Structure (ORCA input):
```
! RIJCOSX wB97M-V def2-TZVPD def2/J DEFGRID3
* xyz 0 1
H 3.4538 1.7761 -1.7837
C -1.6289 -1.1296 3.6077
H 1.7169 2.8053 0.5095
H -4.6096 -2.2040 6.1348
C 2.1165 4.1271 -2.6881
H 0.3139 4.4486 -3.8527
C 0.1029 0.9757 -3.4817
C -2.4779 -1.5898 4.6003
C -0.8558 -1.5138 0.0209
H -4.3615 -3.7514 2.8360
C -0.5735 -0.1112 3.9276
C 1.3942 3.7301 -1.4011
H -0.6503 0.8005 -2.7244
H -3.8356 -3.7831 6.0402
H -0.6147 0.1521 4.9815
C 2.8227 1.6433 -0.9076
H -5.2668 -3.4520 5.0649
N -0.9166 -1.1589 1.3147
H -2.3650 -1.2025 5.6036
N 1.7877 0.6953 -1.3047
C -4.3519 -3.0176 5.4598
C 1.2275 4.9790 -3.5885
H 1.7496 5.2349 -4.5069
O 1.5542 -1.1667 -3.0220
C 2.2810 2.9838 -0.4066
C -2.7682 -2.5786 2.0464
H -2.8774 -2.9639 1.0468
H 0.2571 2.0308 -3.6601
H -0.7148 0.7990 3.3446
O -1.5419 -2.3098 -0.5742
O 2.7416 0.8909 -3.6305
N 0.1385 -0.8165 -0.7279
H 0.4231 -0.4969 3.7131
H 3.0107 4.6982 -2.4298
H -0.2219 -0.4767 1.6145
H -0.1657 0.4704 -4.4016
C -3.4689 -2.5312 4.3507
S 1.6670 0.2595 -2.9364
H 2.4377 3.2373 -3.2315
C -1.7813 -1.6367 2.3092
H 0.5208 3.1170 -1.6348
H 0.9462 5.9021 -3.0857
C 1.0214 0.1318 -0.3047
H 3.1448 3.6023 -0.1558
O 1.1219 0.5061 0.8495
H 0.2977 -1.2265 -1.6459
H 1.0288 4.6368 -0.9118
H 3.4120 1.1839 -0.1087
C -3.6002 -3.0184 3.0590
*
```

## Properties
- SMILES: CCCCCN(C(=O)NC(=O)Nc1ccc(C)cc1C)S(C)(=O)=O
- Kohn-Sham gap: 0.3210 Eh

---

Top of the stability list: arrangement b, leading by 201.6 kJ/mol.

---

Arrangement a

Formula: CH4N2O2
Source: the OMol25 dataset
Level of theory: ωB97M-V/def2-TZVPD

Structure (ORCA input):
```
! RIJCOSX wB97M-V def2-TZVPD def2/J DEFGRID3
* xyz 0 1
N -0.1933 -0.9070 0.7862
N 0.3433 -1.5116 -0.1077
H 0.1016 1.4552 1.9480
H 0.5435 1.0797 -1.2629
O 0.1741 1.6703 0.9246
C -0.5390 0.6470 0.2723
O -0.3261 0.6570 -1.0806
H -1.5857 0.6670 0.4823
H 0.4652 -2.4058 0.2147
*
```

## Properties
- SMILES: [H]/N=N/C(O)O
- Kohn-Sham gap: 0.3534 Eh

---

Arrangement b

Formula: CH4N2O2
Source: the OMol25 dataset
Level of theory: ωB97M-V/def2-TZVPD

Structure (ORCA input):
```
! RIJCOSX wB97M-V def2-TZVPD def2/J DEFGRID3
* xyz 0 1
H 1.7680 1.0028 0.0434
N 0.7930 -0.5426 -0.1715
N -1.3647 -0.2495 0.0568
O 2.0464 0.1219 0.0060
H -2.1696 0.1919 -0.2320
C -0.2467 0.3828 0.0329
O -0.0800 1.6056 -0.0341
H 0.6538 -1.2381 0.5339
H -1.4002 -1.2748 -0.2354
*
```

## Properties
- SMILES: NC(=O)NO
- Kohn-Sham gap: 0.3827 Eh

---

Arrangement c

Formula: CH4N2O2
Source: the OMol25 dataset
Level of theory: ωB97M-V/def2-TZVPD

Structure (ORCA input):
```
! RIJCOSX wB97M-V def2-TZVPD def2/J DEFGRID3
* xyz 0 1
H 0.3430 0.5978 -1.5554
N -0.2776 -0.8470 -0.0568
H -0.1618 1.3254 0.2032
O -2.5992 -1.6564 0.3699
O -0.4960 -1.1340 1.2798
C 0.2901 0.4346 -0.4473
H -0.9874 -0.4002 1.6344
H 1.3084 0.5677 -0.1948
N -2.1963 -1.0934 -0.5628
*
```

## Properties
- Kohn-Sham gap (spin up / spin down): 0.2949 / 0.2972 Eh

---

Arrangement d

Formula: CH4N2O2
Source: the OMol25 dataset
Level of theory: ωB97M-V/def2-TZVPD

Structure (ORCA input):
```
! RIJCOSX wB97M-V def2-TZVPD def2/J DEFGRID3
* xyz 0 1
H -0.4340 1.0150 -1.6332
H 1.0869 1.2797 1.1875
O -0.6725 -1.7583 -0.9264
N -0.2770 1.0796 -0.5672
H -1.1688 0.9979 -0.1750
C -0.0959 -1.2358 -0.0166
N 0.5361 0.0447 -0.0676
H 0.1087 -1.8246 0.9887
O 0.9165 0.4018 1.2097
*
```

## Properties
- SMILES: NN(O)C=O
- Kohn-Sham gap: 0.3771 Eh

---

Top of the stability list: arrangement b, leading by 90.4 kJ/mol.

---

Arrangement a

Formula: CH4N2O2
Source: the OMol25 dataset
Level of theory: ωB97M-V/def2-TZVPD

Structure (ORCA input):
```
! RIJCOSX wB97M-V def2-TZVPD def2/J DEFGRID3
* xyz 0 1
H -1.8407 -1.2090 -0.0120
C -1.3768 -0.1996 -0.2007
N -0.1547 -0.3886 -0.7657
H 0.0455 -2.0727 -1.0638
H 0.9717 1.4570 1.1438
O -1.7967 0.8958 0.2205
O 0.8028 0.5650 -0.6985
H 1.9260 0.1076 0.8628
N 1.4229 0.8445 0.5135
*
```

## Properties
- Kohn-Sham gap (spin up / spin down): 0.3093 / 0.3094 Eh

---

Arrangement b

Formula: CH4N2O2
Source: the OMol25 dataset
Level of theory: ωB97M-V/def2-TZVPD

Structure (ORCA input):
```
! RIJCOSX wB97M-V def2-TZVPD def2/J DEFGRID3
* xyz 0 1
C 0.0306 0.7422 -0.0251
O -2.0787 -0.0792 0.0893
H -2.5897 -0.7093 -0.3330
H -0.4898 1.6978 0.0762
N -0.7614 -0.3689 -0.1501
N 1.2649 0.6852 0.0137
O 1.7179 -0.6793 0.0492
H 2.5978 -0.5769 -0.2881
H -0.3390 -1.0108 0.5436
*
```

## Properties
- SMILES: O/N=C\NO
- Kohn-Sham gap: 0.3709 Eh

---

Arrangement c

Formula: CH4N2O2
Source: the OMol25 dataset
Level of theory: ωB97M-V/def2-TZVPD

Structure (ORCA input):
```
! RIJCOSX wB97M-V def2-TZVPD def2/J DEFGRID3
* xyz 0 1
O -0.2801 2.2139 0.6876
H 0.1603 -0.9081 -1.3299
O -1.1533 1.0925 -0.8675
H -0.8648 -1.3815 0.1660
H 0.7531 0.1275 1.2048
N 0.5563 0.2650 0.3060
H 0.9807 -1.6381 0.1359
C 0.2377 -0.9982 -0.2933
N -0.3900 1.2270 -0.0096
*
```

## Properties
- SMILES: CN[N+](=O)[O-]
- Kohn-Sham gap: 0.4218 Eh

---

Top of the stability list: arrangement b, leading by 50.1 kJ/mol.

---

Arrangement a

Formula: C2H8NO
Source: the OMol25 dataset
Level of theory: ωB97M-V/def2-TZVPD

Structure (ORCA input):
```
! RIJCOSX wB97M-V def2-TZVPD def2/J DEFGRID3
* xyz 1 1
H -1.0705 1.1159 -0.9703
C 1.7432 0.3011 -0.9781
H -2.2489 -1.2923 2.1151
C 0.7765 0.8466 -0.2871
H -0.3540 -0.4612 -1.2605
N -0.5927 0.3193 -0.5212
H 1.5712 -0.4550 -1.8260
H 2.7515 0.7552 -0.8351
H -1.0352 0.0242 0.3676
H -0.7993 -1.6883 1.9056
H 0.6736 1.5721 0.5961
O -1.4154 -1.0378 1.6938
*
```

## Properties
- Kohn-Sham gap: 0.4511 Eh

---

Arrangement b

Formula: C2H8NO
Source: the OMol25 dataset
Level of theory: ωB97M-V/def2-TZVPD

Structure (ORCA input):
```
! RIJCOSX wB97M-V def2-TZVPD def2/J DEFGRID3
* xyz 1 1
N -1.5101 0.8800 1.0796
H -0.4974 -0.3958 -2.3991
H 0.9913 -1.7980 -0.8758
H -1.1429 0.9183 2.0314
H -1.0819 0.0189 0.6978
H 2.0644 -0.1130 0.2138
O 1.2124 -0.3819 0.6039
H 0.0722 1.0247 -1.6638
H -1.0573 1.6200 0.5305
C -0.0762 -0.0482 -1.4560
C 0.6704 -0.7965 -0.6472
H -2.5142 1.0508 1.0169
*
```

## Properties
- Kohn-Sham gap: 0.3885 Eh

---

Arrangement c

Formula: C2H8NO
Source: the OMol25 dataset
Level of theory: ωB97M-V/def2-TZVPD

Structure (ORCA input):
```
! RIJCOSX wB97M-V def2-TZVPD def2/J DEFGRID3
* xyz 1 1
C -0.4882 0.2080 0.4724
H -1.3532 0.4445 -0.1550
H -0.3448 -1.6849 -0.1871
H 0.8420 1.1527 1.9153
N -0.0283 -0.9775 0.4732
C -0.1570 1.2372 1.4516
H -0.2392 2.2304 0.9768
O 0.5064 -0.7732 -2.3805
H 0.0375 -1.0180 -3.1957
H 1.4226 -0.7251 -2.6884
H -0.8791 1.3422 2.2810
H 0.6813 -1.4362 1.0363
*
```

## Properties
- Kohn-Sham gap: 0.4028 Eh

---

Top of the stability list: arrangement c, leading by 79.2 kJ/mol.